(1)
{"formula": "C33H78NO16S12", "method": "ωB97M-V with the def2-TZVPD basis set", "symbols": ["C", "C", "C", "O", "O", "C", "C", "S", "O", "O", "N", "S", "O", "O", "C", "C", "C", "C", "C", "C", "C", "C", "H", "H", "H", "H", "H", "H", "H", "H", "H", "H", "H", "H", "H", "H", "H", "H", "H", "H", "C", "S", "O", "C", "H", "H", "H", "H", "H", "H", "C", "S", "O", "C", "H", "H", "H", "H", "H", "H", "C", "S", "O", "C", "H", "H", "H", "H", "H", "H", "C", "S", "O", "C", "H", "H", "H", "H", "H", "H", "C", "S", "O", "C", "H", "H", "H", "H", "H", "H", "C", "S", "O", "C", "H", "H", "H", "H", "H", "H", "C", "S", "O", "C", "H", "H", "H", "H", "H", "H", "C", "S", "O", "C", "H", "H", "H", "H", "H", "H", "C", "S", "O", "C", "H", "H", "H", "H", "H", "H", "C", "S", "O", "C", "H", "H", "H", "H", "H", "H"], "xyz": [[4.375, -5.650, 8.046], [3.350, -4.990, 7.103], [3.568, -5.408, 5.646], [4.596, -5.959, 5.348], [2.576, -5.171, 4.763], [2.995, -4.288, 3.672], [2.014, -4.485, 2.517], [2.556, -3.789, 0.940], [2.302, -4.804, -0.066], [1.762, -2.593, 0.740], [4.158, -3.559, 1.172], [4.850, -2.602, 0.079], [6.139, -3.130, -0.338], [4.019, -2.252, -1.042], [5.253, -1.037, 0.911], [3.921, -0.446, 1.317], [3.372, -0.797, 2.548], [2.114, -0.299, 2.901], [1.427, 0.526, 2.012], [0.036, 1.032, 2.327], [1.998, 0.899, 0.809], [3.247, 0.418, 0.477], [5.277, -5.037, 8.082], [3.972, -5.663, 9.063], [4.597, -6.674, 7.761], [2.362, -5.350, 7.413], [3.333, -3.904, 7.214], [4.026, -4.492, 3.394], [2.866, -3.273, 4.057], [1.759, -5.536, 2.402], [1.103, -3.955, 2.759], [5.791, -0.412, 0.201], [5.834, -1.302, 1.792], [3.896, -1.470, 3.215], [1.693, -0.583, 3.861], [0.006, 2.113, 2.262], [-0.679, 0.658, 1.588], [-0.280, 0.635, 3.296], [1.463, 1.562, 0.140], [3.722, 0.675, -0.467], [0.249, 5.937, 0.408], [-0.370, 5.476, 2.033], [0.060, 4.079, 2.256], [-2.100, 5.431, 1.544], [1.336, 5.982, 0.459], [-0.052, 5.187, -0.325], [-0.147, 6.916, 0.137], [-2.239, 4.690, 0.733], [-2.403, 6.432, 1.221], [-2.694, 5.126, 2.405], [-5.143, 9.656, -0.262], [-3.380, 9.456, -0.004], [-3.191, 8.248, 0.848], [-3.186, 10.891, 1.061], [-5.490, 8.828, -0.878], [-5.660, 9.641, 0.697], [-5.333, 10.597, -0.775], [-3.833, 10.791, 1.932], [-3.438, 11.792, 0.502], [-2.146, 10.936, 1.379], [-2.447, 1.407, -1.943], [-2.766, 2.395, -0.462], [-2.060, 1.741, 0.661], [-4.506, 1.947, -0.334], [-1.393, 1.486, -2.199], [-2.692, 0.365, -1.735], [-3.050, 1.781, -2.772], [-4.600, 0.864, -0.255], [-5.042, 2.312, -1.211], [-4.910, 2.416, 0.562], [-9.142, 13.728, -1.029], [-8.572, 12.227, -0.221], [-7.086, 12.253, -0.245], [-9.103, 11.101, -1.519], [-8.871, 14.573, -0.400], [-8.661, 13.827, -2.003], [-10.225, 13.690, -1.142], [-8.625, 11.373, -2.460], [-10.187, 11.146, -1.616], [-8.805, 10.094, -1.234], [-0.439, -0.204, -2.957], [0.537, 0.151, -1.503], [0.509, 1.640, -1.330], [2.118, -0.274, -2.247], [-1.482, 0.027, -2.741], [-0.094, 0.409, -3.785], [-0.351, -1.262, -3.206], [2.281, 0.344, -3.133], [2.128, -1.332, -2.506], [2.897, -0.085, -1.515], [-1.675, -3.983, -0.386], [-1.545, -3.731, 1.381], [-0.678, -4.819, 1.908], [-3.246, -4.172, 1.778], [-0.693, -3.794, -0.820], [-1.978, -5.010, -0.593], [-2.400, -3.284, -0.804], [-3.455, -5.186, 1.434], [-3.924, -3.463, 1.301], [-3.365, -4.119, 2.858], [-1.488, -1.969, -5.790], [-1.058, -0.686, -4.579], [-1.204, 0.632, -5.261], [0.692, -1.063, -4.509], [-2.551, -1.886, -6.007], [-0.916, -1.830, -6.715], [-1.277, -2.950, -5.363], [1.123, -0.969, -5.508], [0.830, -2.074, -4.126], [1.164, -0.355, -3.831], [2.358, -0.685, -6.253], [1.642, 0.901, -5.813], [0.167, 0.735, -5.806], [2.057, 1.734, -7.352], [2.175, -1.377, -5.432], [1.888, -1.060, -7.162], [3.432, -0.570, -6.398], [1.608, 1.201, -8.191], [3.141, 1.771, -7.462], [1.660, 2.746, -7.306], [-4.299, -6.965, -4.584], [-3.507, -6.377, -3.079], [-3.662, -4.900, -3.053], [-1.822, -6.729, -3.595], [-5.370, -6.799, -4.489], [-3.916, -6.410, -5.441], [-4.104, -8.031, -4.703], [-1.601, -6.189, -4.516], [-1.705, -7.802, -3.744], [-1.150, -6.396, -2.806], [9.375, -7.636, 6.188], [7.771, -7.071, 6.779], [7.658, -7.477, 8.208], [6.798, -8.232, 5.818], [10.145, -7.061, 6.699], [9.499, -8.696, 6.413], [9.444, -7.465, 5.114], [7.092, -9.252, 6.071], [6.952, -8.042, 4.756], [5.751, -8.076, 6.062]], "molar_mass_g_mol": 1129.78, "homo_ev": -3.68, "e_lumo_ev": 1.24, "orbital_gap_ev": 4.921, "total_energy_ha": -7340.01754, "total_charge": -1}

(2)
{"formula": "C33H79N9O11SZn", "method": "ωB97M-V with the def2-TZVPD basis set", "symbols": ["Zn", "S", "O", "O", "O", "O", "C", "C", "N", "C", "C", "C", "C", "H", "H", "H", "H", "H", "H", "H", "H", "H", "H", "H", "H", "H", "H", "H", "C", "C", "N", "C", "C", "C", "C", "H", "H", "H", "H", "H", "H", "H", "H", "H", "H", "H", "H", "H", "H", "H", "C", "C", "O", "N", "C", "H", "H", "H", "H", "H", "H", "H", "C", "C", "O", "N", "C", "H", "H", "H", "H", "H", "H", "H", "C", "C", "O", "N", "C", "H", "H", "H", "H", "H", "H", "H", "C", "C", "O", "N", "C", "H", "H", "H", "H", "H", "H", "H", "C", "C", "O", "N", "C", "H", "H", "H", "H", "H", "H", "H", "C", "C", "O", "N", "C", "H", "H", "H", "H", "H", "H", "H", "C", "C", "O", "N", "C", "H", "H", "H", "H", "H", "H", "H"], "xyz": [[2.834, -1.993, 2.486], [-0.844, 0.090, 1.453], [-0.057, -0.080, 2.718], [0.114, -0.676, 0.622], [-2.091, -0.595, 1.563], [-0.980, 1.487, 1.017], [0.379, 1.200, -6.764], [0.728, 0.867, -8.260], [-0.515, 0.989, -9.165], [-0.788, 2.359, -9.602], [-2.050, 2.521, -10.399], [-0.257, 0.116, -10.345], [0.893, 0.576, -11.239], [1.233, 1.234, -6.087], [-0.410, 0.553, -6.379], [-0.048, 2.203, -6.783], [1.606, 1.464, -8.506], [1.166, -0.131, -8.237], [-0.753, 3.097, -8.801], [0.015, 2.524, -10.321], [-2.438, 3.539, -10.366], [-1.842, 2.222, -11.426], [-2.838, 1.922, -9.944], [-1.195, -0.148, -10.834], [0.102, -0.860, -10.020], [1.860, 0.797, -10.788], [0.683, 1.346, -11.981], [1.050, -0.264, -11.916], [4.811, 2.643, 3.800], [6.206, 2.308, 3.314], [6.070, 1.322, 2.277], [5.664, 1.918, 0.932], [6.642, 2.913, 0.215], [7.467, 0.822, 2.173], [8.047, 0.064, 3.388], [4.567, 3.645, 4.153], [4.452, 2.031, 4.628], [4.068, 2.542, 3.009], [6.692, 3.250, 3.061], [6.661, 1.960, 4.241], [5.524, 1.024, 0.325], [4.641, 2.290, 0.871], [6.975, 3.690, 0.903], [7.522, 2.388, -0.157], [6.009, 3.461, -0.482], [8.120, 1.694, 2.143], [7.684, 0.229, 1.284], [8.444, 0.729, 4.154], [9.008, -0.422, 3.222], [7.421, -0.712, 3.831], [7.344, -5.951, 0.159], [6.222, -5.166, -0.497], [5.584, -4.483, 0.285], [5.918, -5.264, -1.792], [4.839, -4.617, -2.490], [8.027, -6.241, -0.640], [6.998, -6.866, 0.640], [7.996, -5.235, 0.659], [6.490, -5.586, -2.560], [5.087, -3.602, -2.799], [4.023, -4.497, -1.776], [4.598, -5.258, -3.337], [4.257, -3.639, 8.847], [3.040, -3.285, 8.076], [3.170, -2.932, 6.906], [1.868, -3.471, 8.735], [0.539, -3.374, 8.176], [3.925, -3.906, 9.851], [5.016, -2.893, 9.087], [4.683, -4.471, 8.287], [1.938, -3.618, 9.732], [-0.214, -3.909, 8.755], [0.463, -3.838, 7.193], [0.301, -2.312, 8.111], [-6.755, 3.710, -0.330], [-6.602, 4.254, -1.764], [-7.456, 5.016, -2.250], [-5.343, 4.161, -2.255], [-4.836, 4.954, -3.374], [-5.770, 3.325, -0.065], [-7.289, 2.760, -0.351], [-7.053, 4.438, 0.425], [-4.740, 3.563, -1.709], [-4.935, 4.512, -4.366], [-3.775, 5.186, -3.282], [-5.362, 5.890, -3.563], [0.845, 7.267, 0.115], [-0.556, 7.784, 0.317], [-0.890, 8.871, -0.102], [-1.306, 7.136, 1.132], [-2.705, 7.455, 1.539], [1.051, 6.909, -0.894], [1.163, 6.655, 0.959], [1.415, 8.177, 0.299], [-1.059, 6.164, 1.253], [-3.226, 6.613, 1.995], [-3.382, 7.774, 0.747], [-2.875, 8.186, 2.329], [-0.841, -8.344, 2.427], [-1.065, -6.893, 1.993], [-0.249, -6.025, 2.199], [-2.283, -6.551, 1.562], [-3.405, -7.304, 0.940], [-1.722, -8.965, 2.260], [-0.579, -8.388, 3.484], [-0.088, -8.739, 1.745], [-2.308, -5.549, 1.435], [-4.301, -6.684, 0.940], [-3.714, -8.178, 1.513], [-3.209, -7.610, -0.088], [-2.833, 2.839, 6.924], [-4.138, 1.992, 7.003], [-4.948, 2.202, 7.914], [-4.376, 1.020, 6.116], [-5.424, 0.069, 6.196], [-2.486, 2.818, 5.891], [-2.147, 2.498, 7.699], [-3.030, 3.903, 7.060], [-3.777, 0.941, 5.307], [-5.354, -0.411, 5.220], [-6.395, 0.525, 6.389], [-5.197, -0.758, 6.869], [-8.396, -3.067, -0.807], [-7.697, -2.806, -2.137], [-8.451, -3.006, -3.119], [-6.417, -2.326, -2.223], [-5.779, -2.031, -3.494], [-8.853, -4.048, -0.935], [-9.089, -2.233, -0.697], [-7.580, -3.105, -0.085], [-5.921, -2.370, -1.344], [-6.450, -2.153, -4.345], [-4.987, -2.756, -3.679], [-5.435, -0.997, -3.523]], "molar_mass_g_mol": 875.50, "homo_ev": -8.49, "e_lumo_ev": -5.41, "orbital_gap_ev": 3.085, "total_energy_ha": -4802.38052, "total_charge": 0, "de_lowest_kj_mol": 1122.8}

(3)
{"formula": "C33H80BBrN5O7S", "method": "ωB97M-V with the def2-TZVPD basis set", "symbols": ["C", "C", "C", "C", "C", "C", "C", "C", "N", "C", "N", "N", "B", "O", "N", "C", "C", "C", "C", "C", "C", "C", "C", "C", "C", "Br", "C", "C", "O", "C", "N", "C", "S", "H", "H", "H", "H", "H", "H", "H", "H", "H", "H", "H", "H", "H", "H", "H", "H", "H", "H", "H", "H", "H", "H", "H", "H", "H", "H", "H", "H", "H", "H", "H", "H", "H", "H", "H", "H", "H", "H", "H", "H", "H", "H", "H", "H", "H", "H", "H", "H", "H", "H", "C", "C", "O", "H", "H", "H", "H", "H", "H", "C", "C", "O", "H", "H", "H", "H", "H", "H", "C", "C", "O", "H", "H", "H", "H", "H", "H", "C", "C", "O", "H", "H", "H", "H", "H", "H", "C", "C", "O", "H", "H", "H", "H", "H", "H"], "xyz": [[6.096, -3.910, -0.106], [5.570, -2.418, 0.137], [5.626, -1.576, -1.191], [4.688, -0.289, -1.003], [3.954, 0.040, -2.372], [2.417, -0.354, -2.219], [1.624, 0.942, -1.746], [0.060, 0.547, -1.733], [-0.313, 0.272, -0.319], [-1.229, 1.166, 0.245], [-0.907, 2.475, 0.417], [-2.515, 0.708, 0.587], [-2.892, 0.787, 2.023], [-3.922, 1.746, 2.358], [-2.369, -0.002, 3.160], [-3.431, -0.329, 4.138], [-1.299, 0.821, 3.790], [-2.973, -0.442, -0.219], [-4.504, -0.724, -0.264], [-5.263, -1.297, 0.968], [-6.217, -2.533, 0.708], [-7.118, -2.407, -0.572], [-7.925, -3.789, -0.715], [-7.878, -4.249, -2.226], [-2.014, -1.709, -0.190], [-2.283, -2.897, 1.389], [-1.915, -2.468, -1.562], [-3.112, -3.345, -2.060], [-4.064, -3.772, -1.093], [-3.774, -2.651, -3.338], [-2.811, -2.662, -4.495], [-0.495, -1.140, 0.036], [0.128, -1.501, 1.762], [6.351, -4.074, -1.179], [7.009, -4.086, 0.514], [5.301, -4.643, 0.200], [6.251, -1.943, 0.889], [4.522, -2.431, 0.522], [5.183, -2.136, -2.060], [6.666, -1.263, -1.451], [5.360, 0.587, -0.785], [3.973, -0.494, -0.165], [3.964, 1.146, -2.563], [4.407, -0.500, -3.242], [1.963, -0.657, -3.199], [2.260, -1.201, -1.504], [1.947, 1.138, -0.695], [1.835, 1.835, -2.361], [-0.480, 1.451, -2.108], [-0.019, -0.329, -2.417], [-1.202, 3.121, -0.311], [-0.399, 2.857, 1.206], [-4.798, 1.355, 2.232], [-3.538, 0.438, 4.954], [-3.233, -1.301, 4.672], [-4.448, -0.401, 3.668], [-0.982, 1.646, 3.088], [-1.578, 1.257, 4.778], [-0.376, 0.200, 3.963], [-2.762, -0.081, -1.277], [-4.991, 0.256, -0.544], [-4.709, -1.375, -1.155], [-5.961, -0.487, 1.346], [-4.652, -1.559, 1.870], [-5.684, -3.519, 0.788], [-6.930, -2.536, 1.583], [-6.559, -2.290, -1.530], [-7.897, -1.611, -0.424], [-8.953, -3.733, -0.288], [-7.358, -4.545, -0.117], [-6.846, -4.652, -2.415], [-8.013, -3.346, -2.871], [-8.661, -5.027, -2.411], [-1.737, -1.675, -2.346], [-0.992, -3.109, -1.608], [-2.676, -4.289, -2.500], [-4.320, -4.662, -1.361], [-4.647, -3.295, -3.611], [-4.040, -1.579, -3.158], [-2.383, -1.730, -4.462], [-3.358, -2.624, -5.361], [0.240, -1.706, -0.598], [1.467, -1.138, 1.758], [0.809, 5.939, -1.328], [1.291, 4.816, -2.227], [1.586, 3.650, -1.451], [1.565, 6.182, -0.580], [0.586, 6.836, -1.909], [-0.094, 5.640, -0.785], [2.201, 5.110, -2.749], [0.534, 4.561, -2.972], [0.778, 3.388, -0.999], [-6.316, -2.375, 7.329], [-6.419, -3.047, 5.974], [-7.034, -2.169, 5.035], [-7.306, -2.091, 7.691], [-5.851, -3.039, 8.061], [-5.724, -1.458, 7.262], [-7.026, -3.950, 6.041], [-5.428, -3.327, 5.599], [-6.487, -1.380, 4.976], [1.712, 4.766, -7.237], [0.622, 4.132, -6.395], [0.244, 5.000, -5.328], [2.588, 4.989, -6.623], [2.012, 4.104, -8.051], [1.371, 5.713, -7.663], [0.974, 3.198, -5.955], [-0.262, 3.916, -7.004], [-0.075, 5.820, -5.719], [9.085, 1.122, 1.447], [8.968, 0.439, 0.098], [8.321, 1.297, -0.839], [8.099, 1.394, 1.825], [9.572, 0.471, 2.175], [9.662, 2.047, 1.362], [8.374, -0.473, 0.181], [9.956, 0.172, -0.291], [8.852, 2.095, -0.917], [8.840, 4.232, 5.111], [8.157, 3.435, 4.015], [8.223, 2.040, 4.296], [9.885, 3.930, 5.207], [8.800, 5.302, 4.899], [8.363, 4.048, 6.077], [8.649, 3.605, 3.057], [7.106, 3.727, 3.920], [7.780, 1.892, 5.137]], "molar_mass_g_mol": 781.81, "homo_ev": -11.40, "e_lumo_ev": -4.06, "orbital_gap_ev": 7.346, "total_energy_ha": -5102.48481, "total_charge": 1}